1.
C9H21INOP2RhS as an isolated structure, computed with the ωB97M-V functional and the def2-TZVPD basis.

Each line ends with the Löwdin charge.
Cartesian coordinates (Å):
C1 -0.20251 -0.02130 -5.46733  -0.48
I1 -0.73761 0.11330 -3.38013  0.72
H1 0.87829 0.08170 -5.52783  0.01
H2 -0.71341 0.78920 -5.98153  0.01
H3 -0.53451 -0.99460 -5.82063  0.01
Rh1 -0.00001 0.00000 0.46867  0.37
P1 0.12859 2.30960 0.32317  0.70
C2 -1.42241 3.23120 0.00367  -0.22
C3 0.79359 3.10540 1.83317  -0.25
H4 0.91589 4.18460 1.69027  0.08
H5 1.35209 3.99470 -0.96843  0.07
H6 1.75819 2.64500 2.06137  0.06
H7 2.23189 2.43690 -0.83863  0.06
H8 -2.14041 3.01950 0.80067  0.06
H9 0.11189 2.92020 2.66747  0.04
C4 1.25579 2.90370 -0.99303  -0.24
H10 -1.23691 4.30940 -0.04213  0.08
H11 0.86889 2.59100 -1.96643  0.00
H12 -1.85451 2.89610 -0.94323  0.05
P2 0.15889 -2.30410 0.66477  0.70
C5 -1.37901 -3.28320 0.48307  -0.21
C6 1.29759 -3.07020 -0.54853  -0.23
H13 1.78859 -2.35940 2.43407  0.06
H14 0.96539 -3.94690 2.29407  0.08
H15 0.14439 -2.56180 3.07357  0.02
C7 0.82999 -2.86000 2.27597  -0.27
H16 2.26639 -2.57110 -0.46523  0.06
H17 1.40989 -4.14380 -0.36223  0.07
H18 -1.17891 -4.35400 0.59397  0.08
H19 -1.81421 -3.09490 -0.50213  0.06
H20 0.90819 -2.91130 -1.55773  0.05
H21 -2.10091 -2.96800 1.24127  0.06
C8 -1.79701 -0.03290 0.17807  -0.37
O1 -2.95221 -0.05390 -0.00913  0.17
S1 -0.00001 0.00000 2.46867  0.73
C9 -0.00001 0.00000 4.27867  -0.40
N1 -0.00001 0.00000 5.53967  0.20

ΔE to the lowest compared entry with this formula, charge and spin, kcal per mole: 35.5
Highest occupied orbital energy (spin up / spin down), eV: -14.9642 / -15.4244
2S+1: 5
E_tot, eV: -53711.777
Gap between HOMO and LUMO (spin up / spin down), eV: 7.197 / 4.197
<S²>: 6.062
Net charge: +2


2.
A 2-piece molecular cluster, CH4NP3S overall, computed with the ωB97M-V functional and the def2-TZVPD basis.

Each line ends with the Löwdin charge.
Cartesian coordinates (Å):
C1 0.36796 -1.46179 -0.98382  -0.45
P1 1.01161 0.10864 -0.29991  0.48
P2 -0.16503 0.56807 1.54647  0.02
S1 0.47327 2.22469 2.34163  -0.10
H1 -0.66182 -1.30464 -1.24795  0.01
H2 0.40523 -2.23884 -0.20938  0.02
H3 0.97450 -1.79775 -1.81624  0.02
H4 2.09180 -0.41326 0.50748  -0.10
N1 -2.07133 1.48230 -0.13471  -0.60
P3 -2.42619 2.83260 0.29643  0.69

ΔE to the lowest compared entry with this formula, charge and spin, kcal per mole: 42.6
Highest occupied orbital energy, eV: -7.9092
E_tot, eV: -41291.665
Gap between HOMO and LUMO, eV: 6.439


3.
C21H43Cl2N9SScSe as an isolated structure, computed with the ωB97M-V functional and the def2-TZVPD basis.

Each line ends with the Löwdin charge.
Cartesian coordinates (Å):
Sc1 0.04087 1.08178 0.39568  0.17
Cl1 1.19836 3.21675 1.40972  0.60
C1 0.55179 2.94900 3.04877  -0.86
Cl2 -0.49844 1.51436 3.03101  0.54
H1 -0.03946 3.80870 3.33156  0.05
H2 1.37865 2.76443 3.72064  0.05
C2 -2.03408 -1.22758 1.83696  -0.19
N1 -2.79452 -2.44091 1.57667  -0.08
C3 -3.75540 -2.18101 0.49588  -0.16
N2 -3.08477 -1.75906 -0.73759  -0.08
C4 -2.33173 -0.55065 -0.45064  -0.20
N3 -1.30684 -0.75682 0.62871  -0.17
C5 -0.41924 -1.88742 0.18176  -0.20
N4 -1.16806 -3.09881 -0.10323  -0.08
C6 -1.87703 -3.49303 1.11756  -0.16
C7 -2.15460 -2.81504 -1.14998  -0.15
H3 -1.30659 -1.42078 2.62738  0.12
H4 -2.71604 -0.43894 2.16087  0.12
H5 -4.44505 -1.39733 0.81350  0.13
H6 -4.32387 -3.09043 0.30126  0.13
H7 -3.02264 0.22401 -0.12455  0.09
H8 -1.81180 -0.20844 -1.34366  0.10
H9 0.29555 -2.09376 0.97362  0.08
H10 0.11884 -1.55753 -0.70467  0.10
H11 -1.14827 -3.69758 1.90312  0.13
H12 -2.44824 -4.40095 0.92393  0.13
H13 -2.71758 -3.72279 -1.36826  0.13
H14 -1.63236 -2.49591 -2.05272  0.13
C8 1.81393 2.24193 -3.02438  -0.06
C9 1.03262 0.96645 -2.69018  -0.76
C10 -0.16762 0.86556 -3.63894  -0.06
C11 1.94420 -0.24479 -2.93688  -0.06
N5 0.59632 0.98880 -1.32002  -0.14
H15 2.16921 2.23350 -4.05933  0.08
H16 2.67412 2.33191 -2.35690  0.07
H17 1.17374 3.11542 -2.87767  0.07
H18 0.14934 0.89501 -4.68552  0.09
H19 -0.84828 1.69856 -3.45382  0.05
H20 -0.70916 -0.06982 -3.46903  0.07
H21 2.31753 -0.26385 -3.96504  0.08
H22 1.39572 -1.17209 -2.74848  0.07
H23 2.79737 -0.20366 -2.25282  0.06
C12 4.90906 -4.11572 3.22124  -0.07
C13 4.97784 -2.60792 3.04039  -0.22
N6 3.66358 -2.03971 2.70355  0.01
C14 3.32147 -1.19089 1.72449  -0.76
S1 1.97481 -0.16673 1.98561  0.64
N7 3.96836 -1.12942 0.55822  0.03
C15 4.87254 -2.10331 -0.06095  -0.22
C16 6.29474 -1.58373 -0.21485  -0.07
H24 5.84972 -4.49052 3.62624  0.08
H25 4.71338 -4.62065 2.27355  0.07
H26 4.11165 -4.38107 3.91755  0.08
H27 5.69229 -2.34189 2.27486  0.08
H28 5.31262 -2.13724 3.96533  0.12
H29 3.01394 -2.00313 3.47307  0.11
H30 3.60926 -0.40866 -0.05058  0.11
H31 4.46454 -2.33594 -1.04444  0.12
H32 4.84432 -3.02190 0.51538  0.10
H33 6.32154 -0.72750 -0.89021  0.08
H34 6.93028 -2.36532 -0.63376  0.08
H35 6.71703 -1.27095 0.74108  0.07
C17 -5.23666 3.51034 1.64780  -0.03
N8 -4.89578 3.74110 0.25084  -0.12
C18 -5.75567 4.22367 -0.72229  -0.03
C19 -5.05043 4.30854 -1.86581  -0.03
N9 -3.76600 3.87926 -1.58034  -0.11
C20 -2.65653 3.81380 -2.52373  -0.01
C21 -3.67571 3.53899 -0.28308  -0.67
Se1 -2.17851 2.96144 0.63375  0.69
H36 -6.23143 3.90685 1.83219  0.10
H37 -4.51581 4.00890 2.28953  0.08
H38 -5.21883 2.44573 1.87210  0.09
H39 -6.78456 4.46447 -0.51821  0.13
H40 -5.34856 4.63331 -2.84813  0.13
H41 -2.91502 4.39123 -3.40702  0.10
H42 -2.45767 2.78263 -2.80593  0.08
H43 -1.76226 4.22476 -2.06172  0.08

ΔE to the lowest compared entry with this formula, charge and spin, kcal per mole: 36.7
Highest occupied orbital energy, eV: -9.5384
E_tot, eV: -157809.207
Gap between HOMO and LUMO, eV: 7.760
Net charge: +1


4.
A 10-piece molecular cluster, C40H110N10O10 overall, computed with the ωB97M-V functional and the def2-TZVPD basis.

Each line ends with the Löwdin charge.
Cartesian coordinates (Å):
C1 4.31754 -15.33572 -27.62332  -0.06
O1 4.59295 -16.46610 -26.71813  -0.22
C2 5.68655 -16.20355 -25.86422  -0.21
C3 5.65988 -17.41393 -24.83276  -0.37
C4 4.25993 -17.68007 -24.10328  -0.04
N1 6.59950 -17.21891 -23.73196  0.00
H1 3.69965 -15.77468 -28.40666  0.08
H2 5.23788 -15.07498 -28.14589  0.08
H3 3.87191 -14.49531 -27.09114  0.08
H4 6.60816 -16.12786 -26.44129  0.12
H5 5.61844 -15.29211 -25.27030  0.12
H6 6.07632 -18.19953 -25.46326  0.12
H7 4.19806 -18.64884 -23.60755  0.06
H8 3.37471 -17.61575 -24.73601  0.03
H9 3.94352 -16.90618 -23.40393  0.08
H10 7.57950 -17.15351 -23.96738  0.07
H11 6.49945 -18.02503 -23.13174  0.06
C5 -4.91117 -20.25146 -28.59841  -0.07
O2 -5.59778 -18.99804 -28.42810  -0.15
C6 -4.75527 -17.97350 -28.68648  -0.28
C7 -3.89456 -17.55147 -27.48417  -0.40
C8 -4.59571 -17.49444 -26.16487  -0.05
N2 -3.27499 -16.26237 -27.92081  0.07
H12 -4.64036 -20.35983 -29.64866  0.07
H13 -5.58234 -21.10097 -28.47208  0.09
H14 -3.93920 -20.28671 -28.10635  0.07
H15 -4.17939 -18.15106 -29.59474  0.11
H16 -5.31026 -17.11206 -29.05797  0.13
H17 -3.09045 -18.28620 -27.44306  0.10
H18 -3.91476 -17.08191 -25.42040  0.06
H19 -4.86652 -18.46692 -25.75371  0.06
H20 -5.53939 -16.95157 -26.21832  0.09
H21 -2.28716 -16.25906 -27.71035  0.04
H22 -3.31203 -16.14537 -28.92333  0.05
C9 -6.15739 -10.75907 -23.37865  -0.13
O3 -4.89215 -11.24552 -23.73386  -0.22
C10 -4.84722 -12.68172 -23.68721  -0.16
C11 -3.56741 -13.04499 -24.54449  -0.40
C12 -3.85774 -12.87323 -26.03067  -0.06
N3 -3.19467 -14.41342 -24.37369  0.04
H23 -6.16040 -9.66913 -23.39030  0.08
H24 -6.30243 -11.07273 -22.34488  0.09
H25 -6.97476 -11.04552 -24.04042  0.08
H26 -4.70981 -13.00423 -22.65512  0.12
H27 -5.80423 -13.00742 -24.09482  0.12
H28 -2.71778 -12.50806 -24.12268  0.14
H29 -4.41556 -13.66426 -26.53188  0.08
H30 -2.87799 -12.76548 -26.49606  0.06
H31 -4.37959 -11.92647 -26.16997  0.07
H32 -3.86485 -15.05343 -24.77537  0.05
H33 -2.45323 -14.54064 -25.04761  0.02
C13 -1.43088 -13.18904 -29.36733  -0.07
O4 -0.83256 -12.56484 -30.55079  -0.18
C14 -1.24432 -13.13949 -31.75016  -0.24
C15 -0.07854 -12.88309 -32.73731  -0.40
C16 0.36303 -11.33455 -32.95766  -0.03
N4 -0.34127 -13.48997 -34.00820  0.03
H34 -2.50280 -13.06127 -29.21649  0.09
H35 -0.82435 -12.73362 -28.58450  0.07
H36 -1.32002 -14.26222 -29.21212  0.06
H37 -1.40066 -14.21675 -31.69380  0.08
H38 -2.23220 -12.72374 -31.94851  0.13
H39 0.74856 -13.38229 -32.23252  0.12
H40 0.44102 -10.74774 -32.04242  0.06
H41 -0.47532 -10.86740 -33.47442  0.06
H42 1.22470 -11.12369 -33.59104  0.06
H43 -0.36715 -14.46753 -33.75560  0.01
H44 -1.31671 -13.31179 -34.20019  0.07
C17 0.79286 -17.20560 -20.87981  -0.10
O5 -0.58474 -16.93216 -20.63403  -0.19
C18 -1.50655 -17.84943 -21.24552  -0.17
C19 -2.98333 -17.70147 -20.67796  -0.45
C20 -2.99180 -17.84202 -19.20272  -0.08
N5 -3.90662 -18.51423 -21.44414  0.06
H45 1.29093 -16.35911 -20.40708  0.09
H46 0.94873 -17.11761 -21.95501  0.06
H47 1.24138 -18.15309 -20.58115  0.08
H48 -1.58424 -17.48901 -22.27126  0.10
H49 -1.16144 -18.88293 -21.21580  0.12
H50 -3.17395 -16.63295 -20.77806  0.14
H51 -2.15820 -17.34783 -18.70374  0.08
H52 -3.01902 -18.90170 -18.94888  0.08
H53 -3.87918 -17.36361 -18.78826  0.08
H54 -4.83811 -18.36662 -21.08271  0.08
H55 -3.76136 -19.46004 -21.12094  0.07
C21 0.74500 -9.77695 -27.11326  -0.14
O6 1.09883 -8.82672 -26.15068  -0.16
C22 1.82223 -9.55579 -25.19928  -0.18
C23 1.08587 -9.01515 -23.90328  -0.44
C24 1.69194 -9.14864 -22.48866  -0.08
N6 -0.13075 -9.69585 -23.72578  0.02
H56 0.04876 -9.20773 -27.72916  0.09
H57 -0.00155 -10.53980 -26.89232  0.08
H58 1.59321 -10.14877 -27.68805  0.10
H59 1.62465 -10.62705 -25.16116  0.11
H60 2.89525 -9.36727 -25.16479  0.12
H61 0.86253 -7.95923 -24.05575  0.13
H62 2.69371 -8.72221 -22.43650  0.06
H63 1.90068 -10.19178 -22.25121  0.07
H64 1.16663 -8.68602 -21.65311  0.07
H65 -0.81359 -9.15484 -23.21476  0.08
H66 -0.62004 -9.74390 -24.60804  0.07
C25 -1.81503 -24.76385 -24.36604  -0.11
O7 -2.08646 -23.43836 -23.86924  -0.21
C26 -2.23525 -22.29572 -24.80244  -0.14
C27 -2.96239 -21.05889 -24.14241  -0.45
C28 -4.41947 -21.34813 -23.86957  -0.07
N7 -2.85838 -19.97376 -25.05589  0.07
H67 -1.60963 -25.43835 -23.53479  0.08
H68 -1.15725 -24.75589 -25.23516  0.08
H69 -2.72099 -25.24959 -24.72851  0.07
H70 -1.30436 -22.12339 -25.34266  0.09
H71 -2.67902 -22.60638 -25.74830  0.11
H72 -2.49759 -20.79740 -23.19179  0.12
H73 -4.94922 -20.50102 -23.43382  0.07
H74 -4.49850 -22.12988 -23.11411  0.07
H75 -5.01183 -21.84405 -24.63851  0.08
H76 -3.52397 -19.30325 -24.69878  0.04
H77 -1.93372 -19.62216 -24.85221  0.05
C29 1.34370 -20.58644 -22.74533  -0.11
O8 2.11116 -20.28315 -23.87528  -0.23
C30 1.69260 -21.06065 -24.97632  -0.19
C31 2.69101 -20.69306 -26.12344  -0.43
C32 2.16069 -21.12242 -27.51618  -0.06
N8 3.90044 -21.45418 -26.06709  0.04
H78 1.59822 -21.62566 -22.53715  0.09
H79 0.26299 -20.66043 -22.86646  0.08
H80 1.59929 -19.96997 -21.88350  0.08
H81 1.83566 -22.12464 -24.78775  0.13
H82 0.66702 -20.75040 -25.17639  0.10
H83 2.85978 -19.61817 -26.05847  0.12
H84 1.33617 -20.47739 -27.81981  0.05
H85 1.73323 -22.12368 -27.46266  0.08
H86 2.85953 -21.12910 -28.35264  0.08
H87 4.37051 -21.07454 -25.25777  0.07
H88 4.40314 -21.01864 -26.82715  0.07
C33 -1.45926 -19.34236 -30.19871  -0.07
O9 -1.68904 -17.92822 -30.19618  -0.21
C34 -1.46148 -17.25636 -31.42005  -0.19
C35 0.00839 -16.98154 -31.71906  -0.44
C36 0.60210 -16.05734 -30.69035  -0.04
N9 0.19157 -16.37377 -33.00385  0.05
H89 -1.78286 -19.75948 -29.24508  0.08
H90 -0.41400 -19.51191 -30.45714  0.08
H91 -1.98822 -19.84604 -31.00779  0.09
H92 -1.92536 -17.78448 -32.25312  0.13
H93 -1.94632 -16.28504 -31.32225  0.12
H94 0.50285 -17.95181 -31.67218  0.13
H95 0.20140 -15.04565 -30.75374  0.05
H96 1.65583 -15.93432 -30.94059  0.09
H97 0.36945 -16.32916 -29.66074  0.06
H98 0.93656 -16.74549 -33.57561  0.09
H99 -0.57204 -16.54599 -33.64209  0.08
C37 0.72302 -14.01092 -26.08892  -0.10
O10 -0.53156 -14.68948 -26.04222  -0.23
C38 -0.56825 -15.78716 -25.02795  -0.12
C39 0.43358 -16.87635 -25.43559  -0.44
C40 0.29517 -17.34720 -26.83987  -0.03
N10 0.21471 -18.01370 -24.58081  0.07
H100 0.65196 -13.10326 -25.48959  0.08
H101 1.01730 -13.76932 -27.11026  0.08
H102 1.54381 -14.59014 -25.66595  0.07
H103 -0.22411 -15.28392 -24.12439  0.13
H104 -1.52260 -16.31182 -24.98274  0.11
H105 1.44843 -16.67968 -25.08989  0.12
H106 -0.64005 -17.68137 -27.28909  0.07
H107 0.99707 -18.15483 -27.04763  0.08
H108 0.44710 -16.52775 -27.54238  0.06
H109 0.84320 -18.72526 -24.92545  0.04
H110 0.55892 -17.81365 -23.65258  0.04

ΔE to the lowest compared entry with this formula, charge and spin, kcal per mole: 162.4
Highest occupied orbital energy, eV: -8.6311
E_tot, eV: -78628.726
Gap between HOMO and LUMO, eV: 9.031


5.
C17H18N4O2PdS as an isolated structure, computed with the ωB97M-V functional and the def2-TZVPD basis.

Each line ends with the Löwdin charge.
Cartesian coordinates (Å):
N1 0.58547 2.28275 -0.03671  0.13
C1 0.56064 3.43393 0.10253  -0.18
C2 0.60291 4.86296 0.31939  0.00
H1 -0.41578 5.27588 0.31448  0.12
H2 1.19292 5.34555 -0.47209  0.13
H3 1.09000 5.04376 1.29058  0.12
N2 2.20588 -1.43680 -0.15984  0.05
C3 3.17353 -2.06773 -0.27751  -0.11
C4 4.36865 -2.84708 -0.44115  0.03
H4 4.99209 -2.37329 -1.20442  0.13
H5 4.09143 -3.85331 -0.76969  0.13
H6 4.91227 -2.89190 0.51052  0.13
N3 -1.84809 -1.46218 -0.03690  0.13
C5 -2.91296 -1.90145 0.10483  -0.18
C6 -4.20529 -2.51267 0.32429  0.01
H7 -4.08412 -3.29787 1.08660  0.12
H8 -4.57409 -2.96915 -0.60648  0.13
H9 -4.92452 -1.74951 0.65441  0.11
Pd1 0.71229 -0.46374 0.81722  0.98
C7 0.27378 -2.08736 1.74701  -0.11
O1 0.09391 -3.07452 2.32480  0.24
C8 2.01698 0.59501 1.74550  -0.11
O2 2.85038 1.16201 2.32550  0.24
C9 0.88909 1.08704 -2.65179  -0.05
C10 -0.49906 1.15612 -2.51803  0.00
C11 -1.25985 -0.01942 -2.51776  0.00
C12 -0.63033 -1.25725 -2.65130  -0.05
C13 0.76044 -1.32989 -2.76569  0.01
C14 1.52268 -0.15214 -2.76785  0.01
H10 1.46970 2.01101 -2.68411  0.13
H11 -0.98682 2.12707 -2.44507  0.14
H12 -2.34604 0.02948 -2.44543  0.14
H13 -1.23608 -2.16534 -2.68332  0.13
H14 1.26201 -2.29081 -2.88813  0.15
H15 2.60463 -0.21724 -2.89339  0.15
S1 -2.86928 1.86174 2.46062  1.27
C15 -1.95724 1.27347 3.81877  -0.13
C16 -0.85023 0.55421 3.40294  -0.03
N4 -0.76109 0.49531 2.02834  -0.15
C17 -1.73666 1.12907 1.38913  -0.36
H16 -2.25115 1.46601 4.84209  0.14
H17 -0.09055 0.06180 4.00402  0.17
H18 -1.79243 1.16644 0.30307  0.08

ΔE to the lowest compared entry with this formula, charge and spin, kcal per mole: 0.0
Highest occupied orbital energy (spin up / spin down), eV: -21.9682 / -21.8776
2S+1: 5
E_tot, eV: -42241.244
Gap between HOMO and LUMO (spin up / spin down), eV: 8.172 / 4.337
<S²>: 6.038
Net charge: +4